{
  "formula": "C62H134N6O4",
  "method": "ωB97M-V/def2-TZVPD",
  "species": ["C", "C", "C", "C", "N", "C", "C", "C", "C", "C", "H", "H", "H", "H", "H", "H", "H", "H", "H", "H", "H", "H", "H", "H", "H", "H", "H", "H", "H", "H", "C", "C", "C", "C", "N", "C", "C", "C", "C", "C", "H", "H", "H", "H", "H", "H", "H", "H", "H", "H", "H", "H", "H", "H", "H", "H", "H", "H", "H", "H", "C", "C", "C", "C", "N", "C", "C", "C", "C", "C", "H", "H", "H", "H", "H", "H", "H", "H", "H", "H", "H", "H", "H", "H", "H", "H", "H", "H", "H", "H", "C", "C", "C", "C", "N", "C", "C", "C", "C", "C", "H", "H", "H", "H", "H", "H", "H", "H", "H", "H", "H", "H", "H", "H", "H", "H", "H", "H", "H", "H", "C", "C", "C", "C", "N", "C", "C", "C", "C", "C", "C", "C", "H", "H", "H", "H", "H", "H", "H", "H", "H", "H", "H", "H", "H", "H", "H", "H", "H", "H", "H", "H", "H", "H", "H", "H", "C", "C", "C", "C", "N", "C", "C", "C", "C", "C", "C", "C", "H", "H", "H", "H", "H", "H", "H", "H", "H", "H", "H", "H", "H", "H", "H", "H", "H", "H", "H", "H", "H", "H", "H", "H", "C", "C", "O", "O", "H", "H", "H", "C", "C", "O", "O", "H", "H", "H"],
  "xyz": [[-3.970, 4.855, 3.407], [-4.875, 4.144, 2.418], [-4.097, 3.057, 1.643], [-5.024, 2.443, 0.640], [-4.425, 1.287, -0.087], [-3.280, 1.736, -0.908], [-3.911, 2.398, -2.173], [-5.222, 1.677, -2.377], [-5.409, 0.830, -1.083], [-4.054, 0.202, 0.908], [-4.550, 5.536, 4.034], [-3.277, 5.529, 2.898], [-3.413, 4.203, 4.086], [-5.230, 4.913, 1.712], [-5.780, 3.719, 2.876], [-3.750, 2.318, 2.375], [-3.210, 3.536, 1.219], [-5.316, 3.131, -0.141], [-5.932, 2.085, 1.128], [-2.733, 0.829, -1.203], [-2.621, 2.381, -0.305], [-3.226, 2.224, -2.991], [-4.082, 3.466, -2.052], [-5.213, 1.049, -3.257], [-5.998, 2.426, -2.506], [-5.261, -0.244, -1.269], [-6.424, 0.917, -0.684], [-4.887, 0.035, 1.582], [-3.201, 0.525, 1.501], [-3.736, -0.716, 0.400], [-3.052, -2.431, -2.939], [-3.519, -3.429, -1.804], [-4.863, -3.912, -2.069], [-4.792, -5.181, -2.911], [-6.055, -5.684, -3.502], [-5.727, -6.939, -4.344], [-5.658, -6.510, -5.819], [-6.698, -5.442, -5.835], [-6.498, -4.678, -4.490], [-7.051, -5.966, -2.371], [-3.878, -1.744, -3.163], [-2.863, -2.931, -3.895], [-2.131, -1.896, -2.702], [-3.422, -2.948, -0.825], [-2.792, -4.254, -1.779], [-5.476, -3.180, -2.596], [-5.405, -4.157, -1.137], [-4.376, -6.034, -2.355], [-4.109, -5.019, -3.747], [-6.539, -7.619, -4.134], [-4.825, -7.393, -3.936], [-5.918, -7.337, -6.501], [-4.676, -6.093, -6.064], [-7.698, -5.858, -5.970], [-6.551, -4.772, -6.668], [-7.380, -4.205, -4.095], [-5.723, -3.945, -4.662], [-6.579, -6.640, -1.651], [-7.893, -6.457, -2.853], [-7.352, -5.040, -1.916], [7.417, -3.126, -0.067], [6.064, -3.489, 0.430], [5.031, -3.583, -0.726], [3.706, -3.943, -0.086], [2.538, -3.822, -1.004], [1.272, -4.141, -0.304], [0.309, -4.477, -1.439], [1.216, -4.964, -2.645], [2.609, -4.859, -2.048], [2.405, -2.481, -1.638], [7.475, -2.155, -0.544], [7.732, -3.900, -0.776], [8.095, -3.127, 0.789], [5.723, -2.816, 1.224], [6.162, -4.479, 0.908], [5.292, -4.272, -1.531], [4.970, -2.576, -1.123], [3.534, -3.174, 0.674], [3.604, -4.923, 0.359], [1.009, -3.263, 0.288], [1.456, -5.020, 0.298], [-0.300, -3.615, -1.691], [-0.340, -5.295, -1.105], [1.246, -4.272, -3.478], [1.028, -5.933, -3.101], [3.373, -4.691, -2.801], [2.826, -5.788, -1.533], [1.656, -2.580, -2.421], [3.343, -2.235, -2.134], [2.078, -1.736, -0.916], [-1.138, 2.789, 7.140], [-1.621, 2.663, 5.716], [-0.986, 1.454, 5.044], [-1.499, 0.093, 5.688], [-1.445, -1.045, 4.793], [-2.300, -0.945, 3.577], [-2.701, -2.364, 3.198], [-2.267, -3.232, 4.398], [-1.963, -2.233, 5.521], [-0.057, -1.254, 4.334], [-1.444, 3.726, 7.596], [-0.044, 2.707, 7.158], [-1.580, 1.993, 7.723], [-1.325, 3.513, 5.077], [-2.716, 2.635, 5.595], [0.097, 1.508, 5.122], [-1.194, 1.427, 3.956], [-2.519, 0.308, 5.951], [-0.955, -0.156, 6.609], [-1.746, -0.429, 2.809], [-3.120, -0.341, 3.960], [-2.161, -2.684, 2.310], [-3.757, -2.407, 2.977], [-1.377, -3.790, 4.064], [-2.995, -3.979, 4.699], [-1.219, -2.611, 6.216], [-2.885, -1.962, 6.052], [0.645, -1.237, 5.164], [0.244, -0.458, 3.659], [0.058, -2.191, 3.800], [1.213, 4.044, 3.047], [2.262, 3.517, 4.010], [2.828, 2.223, 3.481], [3.821, 1.800, 4.486], [4.396, 0.526, 4.130], [3.454, -0.613, 4.140], [4.356, -1.835, 4.316], [5.707, -1.310, 4.977], [5.483, 0.146, 5.146], [5.058, 0.592, 2.795], [5.955, 1.781, 2.513], [6.498, 1.449, 1.113], [0.382, 3.333, 3.091], [1.660, 4.160, 2.068], [0.983, 5.001, 3.527], [1.851, 3.325, 5.004], [3.076, 4.239, 4.177], [3.255, 2.375, 2.486], [1.997, 1.511, 3.364], [3.382, 1.707, 5.478], [4.653, 2.515, 4.543], [2.829, -0.580, 3.252], [2.838, -0.422, 5.008], [4.476, -2.381, 3.380], [3.841, -2.507, 5.000], [6.541, -1.503, 4.306], [5.897, -1.883, 5.881], [6.368, 0.731, 4.917], [5.047, 0.541, 6.047], [4.210, 0.591, 2.135], [5.565, -0.365, 2.700], [6.755, 1.925, 3.255], [5.348, 2.661, 2.385], [6.977, 0.464, 1.159], [7.218, 2.183, 0.797], [5.707, 1.444, 0.347], [5.819, 3.829, -1.877], [4.262, 3.741, -1.836], [3.690, 3.061, -3.010], [2.175, 3.201, -3.038], [1.569, 3.090, -4.390], [0.038, 3.046, -4.293], [-0.222, 1.642, -3.706], [1.039, 0.824, -4.145], [1.822, 1.773, -5.014], [1.998, 4.280, -5.221], [1.745, 4.021, -6.665], [1.903, 5.350, -7.383], [6.303, 2.893, -2.180], [6.264, 4.061, -0.896], [6.194, 4.580, -2.583], [3.792, 4.720, -1.782], [3.903, 3.230, -0.935], [3.925, 1.983, -3.008], [4.177, 3.470, -3.896], [1.929, 4.188, -2.665], [1.525, 2.562, -2.471], [-0.368, 3.206, -5.290], [-0.155, 3.956, -3.736], [-1.127, 1.261, -4.178], [-0.389, 1.632, -2.623], [0.869, -0.099, -4.696], [1.586, 0.533, -3.219], [1.350, 1.748, -5.993], [2.894, 1.609, -5.127], [3.040, 4.434, -4.929], [1.373, 5.117, -4.941], [0.683, 3.764, -6.809], [2.338, 3.209, -7.070], [1.710, 5.198, -8.448], [2.913, 5.740, -7.213], [1.193, 6.083, -7.005], [-0.104, 4.964, -0.587], [-0.124, 6.023, -1.878], [0.012, 7.222, -1.506], [-0.194, 5.500, -3.011], [-0.084, 3.921, -0.913], [-0.942, 5.078, 0.119], [0.772, 5.208, 0.034], [0.344, 1.256, 0.594], [0.219, -0.260, 0.808], [1.290, -0.890, 1.169], [-0.937, -0.809, 0.623], [1.241, 1.644, 1.056], [-0.503, 1.824, 0.951], [0.414, 1.437, -0.473]],
  "forces_ev_per_angstrom": [[-0.24, 0.72, 0.47], [0.22, 0.19, -0.41], [-0.31, 0.86, 0.88], [0.12, 0.02, 0.07], [-0.02, -0.82, 0.84], [0.86, 0.36, -0.86], [1.03, -0.16, 0.90], [-0.31, -0.19, 0.76], [-1.39, -0.89, -1.17], [0.41, 0.19, -0.37], [-0.09, -0.17, 0.06], [0.19, -0.31, -0.12], [-0.08, -0.10, -0.22], [0.00, -0.32, 0.08], [0.31, 0.01, 0.09], [-0.05, 0.04, -0.09], [-0.13, -0.11, -0.16], [-0.11, 0.43, 0.00], [0.04, -0.05, -0.03], [-0.04, 0.24, 0.20], [-0.24, -0.34, -0.43], [0.15, 0.30, -0.22], [0.33, 0.00, 0.01], [-0.08, -0.21, -0.10], [-0.32, -0.25, 0.04], [0.24, 0.37, 0.00], [0.23, 0.05, 0.13], [-0.29, -0.07, -0.14], [-0.05, 0.15, -0.31], [-0.24, 0.36, -0.11], [-0.44, -0.62, 0.34], [2.89, 1.60, -0.58], [-2.61, -1.61, 0.20], [1.05, -0.64, 0.21], [0.75, -0.26, 0.49], [0.19, -0.43, 0.39], [0.17, -0.55, 0.87], [-0.83, 1.05, 0.13], [-1.27, -0.30, -1.62], [0.44, -0.55, -1.36], [0.32, 0.23, 0.25], [-0.02, -0.25, 0.16], [-0.19, 0.10, 0.20], [-0.13, 0.10, -0.18], [-0.19, 0.06, 0.10], [0.02, 0.19, 0.07], [0.23, 0.16, -0.29], [-0.05, 0.44, 0.19], [-0.02, 0.00, -0.07], [-0.28, -0.25, -0.28], [0.00, 0.09, -0.07], [0.36, 0.28, 0.37], [-0.05, -0.28, -0.03], [-0.02, 0.03, 0.35], [-0.05, 0.37, -0.21], [-0.36, 0.36, -0.16], [0.20, 0.17, 0.27], [-0.07, 0.14, -0.18], [-0.16, 0.04, 0.24], [-0.04, 0.28, 0.11], [0.83, -0.23, 0.06], [-0.60, -1.21, -0.31], [0.07, -0.06, 1.19], [-0.28, 1.52, 0.08], [0.34, 0.21, -0.39], [-0.38, 0.29, -0.34], [-0.16, -0.97, -0.53], [0.16, 1.14, 0.45], [-0.04, -1.51, -0.56], [0.05, 0.05, -0.61], [-0.07, 0.21, -0.16], [0.26, 0.30, 0.10], [0.28, 0.01, -0.24], [-0.21, 0.15, -0.22], [-0.21, 0.22, -0.07], [0.38, 0.02, 0.24], [-0.04, 0.10, -0.30], [-0.19, -0.26, 0.21], [0.45, -0.28, 0.08], [-0.18, -0.16, 0.20], [0.07, -0.09, 0.34], [-0.12, -0.02, -0.14], [-0.04, 0.30, -0.16], [-0.73, 0.23, -0.18], [-0.17, -0.14, 0.49], [0.16, 0.29, 0.21], [0.34, -0.16, 0.15], [-0.04, 0.18, 0.13], [-0.14, 0.12, 0.20], [0.22, -0.04, 0.24], [-0.15, 0.25, -0.13], [0.19, 0.36, -1.28], [-0.41, -1.54, -0.19], [0.76, 2.87, 0.17], [0.86, -0.86, -0.07], [-0.66, 0.51, 0.45], [0.37, -0.07, 0.05], [0.22, -0.27, -0.31], [-0.32, -1.42, -0.51], [1.10, -0.08, -0.10], [0.09, 0.05, 0.03], [-0.20, 0.07, 0.20], [0.08, -0.25, 0.43], [0.04, 0.00, 0.50], [0.23, -0.18, 0.38], [0.23, 0.07, 0.11], [-0.13, 0.10, 0.43], [-0.64, -0.38, 0.16], [-0.09, 0.03, -0.33], [0.00, 0.12, -0.31], [-0.44, 0.01, -0.53], [-0.04, 0.16, -0.13], [-0.34, -0.07, 0.09], [-0.21, 0.17, 0.55], [-0.12, 0.09, 0.07], [0.03, 0.21, 0.19], [0.32, 0.14, -0.11], [-0.23, -0.14, 0.34], [-0.22, 0.03, -0.11], [-0.23, -0.04, -0.06], [0.49, 0.40, 1.81], [0.25, 0.00, -0.37], [-0.84, 0.61, 0.01], [0.45, 0.28, 0.12], [2.36, -0.79, 0.25], [0.36, 0.11, 0.27], [-0.11, -0.16, 0.59], [-1.13, -1.61, -0.79], [-0.52, 1.27, -0.36], [-0.39, -0.11, 0.27], [-0.08, -0.91, -0.87], [0.25, -0.13, 0.19], [-0.17, 0.41, -0.47], [-0.35, 0.14, -0.29], [-0.78, 0.09, -0.90], [-0.25, 0.11, 0.02], [-0.22, -0.06, -0.22], [-0.01, 0.05, 0.14], [0.23, -0.05, 0.05], [-0.06, 0.01, 0.09], [-0.31, -0.08, 0.11], [0.01, -0.19, -0.19], [-0.26, -0.24, 0.32], [0.28, 0.13, 0.06], [0.15, -0.19, -0.02], [0.05, 0.02, 0.03], [0.06, 0.34, 0.18], [-0.02, 0.16, 0.09], [0.23, -0.52, 0.88], [-0.07, -0.04, -0.83], [0.22, 0.11, -0.23], [-0.27, 0.04, -0.36], [-0.05, 0.58, 0.44], [0.05, 0.21, -0.33], [0.39, 0.20, -0.12], [0.09, -0.11, 0.35], [-0.09, -0.04, 0.35], [1.11, 0.42, 1.25], [-0.54, -1.91, -0.89], [-0.40, 0.94, -0.37], [-0.83, 0.57, -1.18], [1.04, 0.00, 0.57], [-0.25, 0.18, -1.02], [0.21, -0.65, 1.39], [0.51, -0.16, 0.04], [-0.10, -0.94, 0.32], [-0.72, 0.66, -0.55], [0.54, -0.18, -0.50], [-0.38, -0.10, -0.02], [-0.37, 0.14, -0.28], [-0.35, -0.01, 0.13], [0.34, 0.40, 0.10], [0.26, -0.04, 0.15], [0.27, 0.23, 0.01], [-0.26, -0.05, -0.14], [-0.32, 0.43, -0.24], [0.69, -0.67, 0.98], [0.16, -0.41, 0.01], [-0.85, 0.02, 0.81], [-0.02, -0.17, 0.08], [0.19, 0.08, -0.20], [-0.39, 0.02, 0.04], [-0.10, 0.15, -0.64], [0.19, 0.29, -0.04], [-0.10, -0.23, 0.10], [-0.30, 0.39, -0.62], [0.03, 0.21, 0.67], [0.33, -0.24, 0.09], [0.31, 0.16, -0.27], [0.24, 0.30, 0.07], [-0.16, 0.08, -0.34], [-0.04, -0.01, 0.03], [-0.02, 0.86, -0.60], [0.49, 1.61, 3.00], [-0.40, -2.57, -1.13], [0.00, 0.13, -0.16], [0.14, -0.15, -0.08], [-0.08, 0.24, -0.49], [-0.04, -0.17, -0.39], [0.14, -0.65, -0.02], [-0.26, -1.58, 0.49], [-1.61, 0.88, -0.57], [1.89, 1.01, 0.33], [0.22, 0.05, 0.07], [-0.39, 0.02, 0.15], [0.03, 0.10, -0.30]],
  "total_charge": 4,
  "homo_lumo_gap_ev": 6.1,
  "lumo_ev": -7.21,
  "homo_energy_ev": -13.27
}